(P)
Here is the molecule C6H7N from OMol25. Energies are from ωB97M-V/def2-TZVPD.

## Properties
HOMO-LUMO gap (eV): 8.55
SMILES: C=Cc1ccc[nH]1
E_HOMO (Eh): -0.281

Each line ends with the Mulliken charge.
Positions of all 14 atoms, in Å:
C  -1.6717  0.7342  -1.1931  -0.423
C  -0.3956  1.1360  -1.6342  -0.610
N  0.4593  0.6063  -0.6296  -0.101
C  -0.2569  -0.2777  0.1750  0.590
C  -1.6300  -0.1750  -0.2037  -0.683
C  1.7691  -0.8461  1.4429  -0.972
C  0.4633  -0.8635  1.2381  0.175
H  -2.5535  1.0918  -1.5871  0.463
H  -0.1846  1.9348  -2.2924  0.362
H  1.5721  0.5002  -0.6953  0.253
H  -2.3189  -0.7673  0.3901  0.381
H  2.5492  -0.4163  0.7586  0.091
H  2.3491  -1.1992  2.3061  0.246
H  -0.1510  -1.4582  1.9247  0.229

***

(Q)
Here is the molecule C6H7N from OMol25. Energies are from ωB97M-V/def2-TZVPD.

## Properties
HOMO-LUMO gap (eV): 8.98
SMILES: C=Cc1ccc[nH]1
E_HOMO (Eh): -0.292

Each line ends with the Mulliken charge.
Positions of all 14 atoms, in Å:
C  1.5717  1.3549  0.0743  -0.490
C  1.3889  0.7027  -1.1170  -0.378
N  0.3128  -0.1257  -0.9822  -0.066
C  -0.2169  0.0062  0.2749  0.333
C  0.5553  0.9065  0.9501  -0.591
C  -1.8929  -1.8153  0.2359  -0.774
C  -1.4754  -0.6362  0.6702  -0.281
H  2.3900  2.0238  0.2556  0.396
H  1.9509  0.6971  -2.0304  0.403
H  -0.0724  -0.5937  -1.7826  0.220
H  0.3880  1.2899  1.9433  0.408
H  -1.2822  -2.4703  -0.3698  0.285
H  -2.8786  -2.1487  0.5348  0.257
H  -2.0377  -0.0345  1.3719  0.276

***

Most stable: (Q). Least stable: (P).

***

(P)
Here is the molecule C6H7N from OMol25. Energies are from ωB97M-V/def2-TZVPD.

## Properties
HOMO-LUMO gap (eV): 9.59
SMILES: [H]/N=C1\[C@H]2C=CC[C@@H]12
E_HOMO (Eh): -0.318

Each line ends with the Mulliken charge.
Positions of all 14 atoms, in Å:
N  -1.3761  1.8494  -1.1708  -0.725
C  -0.8166  1.1657  -0.2732  0.312
C  0.1423  0.8110  0.7247  -0.235
C  1.4270  0.1538  0.2280  -0.657
C  0.9735  -1.1930  -0.3014  -0.411
C  -0.3468  -1.3557  -0.2409  -0.360
C  -1.0205  -0.1685  0.3661  -0.491
H  0.0789  1.2941  1.6895  0.410
H  1.8919  0.7595  -0.5604  0.277
H  2.1415  0.0717  1.0484  0.321
H  1.6765  -1.9170  -0.7026  0.376
H  -0.8766  -2.2522  -0.5602  0.423
H  -2.0603  1.1077  -1.3182  0.324
H  -1.8347  -0.3266  1.0711  0.437

***

(Q)
Here is the molecule C6H7N from OMol25. Energies are from ωB97M-V/def2-TZVPD.

## Properties
HOMO-LUMO gap (eV): 8.98
SMILES: CC1=NC=C2C[C@H]21
E_HOMO (Eh): -0.315

Each line ends with the Mulliken charge.
Positions of all 14 atoms, in Å:
C  1.4934  1.5493  -0.4266  -0.426
C  1.8606  -0.7719  0.6422  -0.574
C  0.4855  -0.5165  -0.1454  -0.252
C  1.7652  0.2427  -0.3737  0.284
C  -0.3881  0.6310  -0.0337  0.507
C  -1.9003  0.4467  -0.0401  -1.113
N  0.1536  1.7548  -0.2271  -0.537
H  2.2566  2.4376  -0.4166  0.309
H  2.1040  -0.6384  1.6660  0.277
H  2.4295  -1.7830  0.4092  0.219
H  0.2976  -1.4626  -0.5367  0.432
H  -2.2483  -0.5520  0.2720  0.321
H  -2.5279  0.5462  -0.9939  0.259
H  -2.4603  1.1906  0.6128  0.294

***

Most stable: (P). Least stable: (Q).

***

(P)
Here is a structure of composition C6H7N from OMol25. Energies are from ωB97M-V/def2-TZVPD.

## Properties
HOMO-LUMO gap (eV): 8.97
E_HOMO (Eh): -0.298

Each line ends with the Mulliken charge.
Positions of all 14 atoms, in Å:
C  1.6709  -0.1851  0.8748  -0.438
C  0.4352  -2.1733  -0.4555  -0.294
C  1.0391  -1.5062  0.5705  -0.154
C  0.4917  0.4296  0.6527  0.394
C  -0.8647  -1.3977  -0.4843  -0.333
C  0.0615  1.7482  0.1405  -0.868
N  -0.4060  -0.7057  0.7425  -0.309
H  2.7333  0.0560  1.1529  0.324
H  0.8465  -2.9219  -1.1438  0.354
H  -1.0986  -0.8044  -1.4482  0.215
H  -1.7143  -1.9742  -0.3456  0.290
H  -0.4498  2.3353  0.8382  0.284
H  -0.7776  1.3282  -0.4816  0.247
H  0.9464  2.3520  -0.1610  0.287

***

(Q)
Here is the molecule C6H7N from OMol25. Energies are from ωB97M-V/def2-TZVPD.

## Properties
HOMO-LUMO gap (eV): 9.61
SMILES: C[C@]12C[C@@H]3[C@@H]4N1[C@]342
E_HOMO (Eh): -0.315

Each line ends with the Mulliken charge.
Positions of all 14 atoms, in Å:
C  -1.1507  -0.5469  0.9818  0.068
C  0.0136  -0.2282  1.8091  -0.113
C  0.1673  -1.3811  0.6735  -0.891
C  -1.0614  0.2964  -0.2362  -0.451
C  0.4283  0.1424  -0.3076  0.872
C  1.2865  0.3148  -1.5048  -1.298
N  0.9810  0.1334  0.9112  -0.442
H  -2.1575  -1.1148  1.2757  0.321
H  0.2357  0.0473  2.8517  0.409
H  -1.5920  -0.1451  -1.0891  0.299
H  -1.4250  1.4088  -0.1004  0.231
H  0.9853  -0.4723  -2.1786  0.311
H  2.2266  0.2704  -1.0625  0.381
H  1.0623  1.2749  -2.0239  0.304

***

(R)
Here is the molecule C6H7N from OMol25. Energies are from ωB97M-V/def2-TZVPD.

## Properties
HOMO-LUMO gap (eV): 8.43
E_HOMO (Eh): -0.277

Each line ends with the Mulliken charge.
Positions of all 14 atoms, in Å:
C  -1.8788  -1.6153  -0.3372  0.155
C  -1.8100  -0.5490  0.1322  -0.606
C  2.4210  -0.9050  0.2518  -0.424
C  -1.0718  0.6573  0.5842  -0.730
C  -0.2579  1.3708  -0.5953  -0.315
C  0.7666  0.4359  -0.9156  -0.207
N  1.4743  -0.2052  -0.1621  -0.014
H  -2.2833  -2.5447  -0.6673  0.403
H  3.4998  -0.5673  0.3802  0.234
H  2.1635  -1.8563  0.7348  0.236
H  -1.7876  1.2919  1.0901  0.363
H  -0.3367  0.4502  1.2858  0.367
H  -0.9150  1.7252  -1.5911  0.220
H  0.0159  2.3113  -0.1905  0.316

***

Most stable: (R). Least stable: (P).

***

(P)
Here is a structure of composition C28H27BrN4O3STe4W from OMol25. Energies are from ωB97M-V/def2-TZVPD.

## Properties
HOMO-LUMO gap (eV): 5.39
Net charge: +2
E_HOMO (Eh): -0.469

Each line ends with the Mulliken charge.
Positions of all 69 atoms, in Å:
W  -0.5291  -0.7357  0.2439  -0.999
C  -4.1251  0.4792  4.1911  -0.610
C  -3.7846  -0.8322  3.8990  -0.922
C  -2.5899  -1.1101  3.2471  -0.165
C  -1.7502  -0.0684  2.8875  -0.428
C  -2.0690  1.2491  3.2065  0.698
C  -3.2616  1.5178  3.8528  -1.021
N  -0.5070  -0.3620  2.2033  0.839
C  0.6531  -0.1917  2.9226  2.189
C  0.6368  -0.0902  4.3177  -1.233
C  1.8106  -0.0932  5.0405  -0.516
C  3.0687  -0.1596  4.4220  -0.914
C  3.1326  -0.1616  3.0591  -0.595
C  1.9486  -0.1097  2.2803  -0.464
N  2.1748  0.2270  0.9856  -1.061
N  1.1447  0.5260  0.2943  1.477
C  1.2540  1.0158  -1.0156  0.251
C  2.3187  1.6637  -1.6016  -0.809
C  2.1201  2.1049  -2.9073  -0.594
C  0.9046  1.8818  -3.5411  -0.862
C  -0.1027  1.2078  -2.8603  -0.479
N  0.0738  0.7939  -1.6115  0.345
H  -5.0561  0.6948  4.6975  0.453
H  -4.4385  -1.6441  4.1870  0.475
H  -2.3007  -2.1340  3.0587  0.354
H  -1.3890  2.0470  2.9397  0.589
H  -3.5200  2.5394  4.0973  0.457
H  -0.3110  -0.0915  4.8362  0.531
H  1.7547  -0.0645  6.1210  0.445
H  3.9682  -0.1733  5.0202  0.446
H  4.0745  -0.1384  2.5279  0.542
H  3.2383  1.8305  -1.0594  0.607
H  2.9129  2.6293  -3.4241  0.495
H  0.7327  2.2226  -4.5520  0.519
H  -1.0654  1.0044  -3.3145  0.530
Te  -2.8243  -1.3370  -0.9089  0.103
Te  -2.0248  -4.8697  -1.4473  -0.186
Te  -1.4945  -3.6267  0.7545  0.286
Te  1.0123  -3.0215  1.3397  0.042
Br  -6.0179  5.2122  -1.7665  -0.130
C  -4.4449  4.6497  -0.8988  -0.295
C  -3.6624  5.5736  -0.2165  -0.296
C  -2.5004  5.1637  0.4237  -1.039
C  -2.1192  3.8344  0.3902  -0.271
C  -2.9124  2.9145  -0.2949  0.631
C  -4.0782  3.3182  -0.9462  -0.304
C  -2.5206  1.5076  -0.3335  0.560
O  -3.1484  0.7223  -1.1246  -0.876
O  -1.5824  1.0863  0.4078  0.390
H  -3.9630  6.6121  -0.1887  0.447
H  -1.8956  5.8913  0.9472  0.449
H  -1.2124  3.5057  0.8797  0.343
H  -4.6900  2.6005  -1.4731  0.623
C  -0.9462  -2.5632  -4.1233  -0.930
C  0.3059  -3.0827  -3.4371  -0.299
S  1.2236  -1.7797  -2.6256  0.426
O  0.6223  -1.6705  -1.2061  0.351
C  2.7805  -2.6331  -2.3054  -0.490
C  3.6860  -2.6025  -3.5292  -1.154
H  -1.4360  -3.3869  -4.6408  0.406
H  -0.7062  -1.7976  -4.8615  0.344
H  -1.6576  -2.1584  -3.4013  0.029
H  1.0234  -3.4961  -4.1483  0.508
H  0.0905  -3.8329  -2.6698  -0.069
H  2.5396  -3.6411  -1.9652  0.425
H  3.2104  -2.0818  -1.4685  0.341
H  3.2380  -3.0965  -4.3903  0.344
H  4.6083  -3.1325  -3.2984  0.395
H  3.9441  -1.5819  -3.8103  0.323

***

(Q)
Here is a structure of composition C28H27BrN4O3STe4W from OMol25. Energies are from ωB97M-V/def2-TZVPD.

## Properties
HOMO-LUMO gap (spin up / spin down) (eV): 5.58 / 5.58
Net charge: +2
E_HOMO (spin up / spin down) (Eh): -0.476 / -0.476

Each line ends with the Mulliken charge.
Positions of all 69 atoms, in Å:
W  0.4072  0.3916  -0.9786  -1.062
C  3.4147  4.5945  1.0562  -0.684
C  3.0587  4.5316  -0.2804  -0.965
C  1.9809  3.7518  -0.6823  -0.061
C  1.2613  3.0310  0.2578  -0.315
C  1.5957  3.1252  1.6068  0.700
C  2.6718  3.8953  2.0034  -0.971
N  0.1224  2.2108  -0.1130  1.001
C  -1.0924  2.7130  0.2886  1.495
C  -1.2689  4.1088  0.4179  -1.125
C  -2.4815  4.6300  0.7837  -0.621
C  -3.5794  3.8029  1.1128  -0.856
C  -3.4250  2.4525  1.0945  -0.532
C  -2.1929  1.8781  0.6802  0.151
N  -2.0657  0.5545  0.9395  -1.816
N  -1.0701  -0.0400  0.4484  2.008
C  -0.7190  -1.3422  0.8564  0.333
C  -1.2916  -2.2044  1.7628  -0.744
C  -0.6523  -3.4305  1.9151  -0.677
C  0.4926  -3.7232  1.1843  -1.112
C  0.9982  -2.7822  0.2988  -0.364
N  0.3857  -1.6120  0.1541  0.564
H  4.2574  5.1975  1.3653  0.446
H  3.6113  5.0976  -1.0179  0.476
H  1.6918  3.7476  -1.7230  0.140
H  1.0084  2.5881  2.3389  0.555
H  2.9325  3.9531  3.0517  0.476
H  -0.4482  4.7630  0.1666  0.549
H  -2.6004  5.7048  0.8232  0.456
H  -4.5212  4.2424  1.4089  0.446
H  -4.2196  1.7858  1.3994  0.511
H  -2.1733  -1.9275  2.3220  0.637
H  -1.0492  -4.1563  2.6121  0.532
H  0.9953  -4.6729  1.2980  0.579
H  1.8931  -2.9451  -0.2887  0.499
Te  2.7376  -0.4197  -2.1059  0.376
Te  1.7780  -0.2491  -4.7699  -0.373
Te  0.6559  1.7612  -3.3575  0.400
Te  -1.8479  1.6128  -2.6012  0.144
Br  6.6550  -1.0414  4.4162  -0.136
C  4.8842  -0.5445  4.0181  -0.240
C  4.0140  -0.2017  5.0443  -0.327
C  2.7062  0.1591  4.7482  -1.174
C  2.2695  0.1899  3.4350  -0.082
C  3.1515  -0.1512  2.4125  0.633
C  4.4609  -0.5273  2.7006  -0.406
C  2.7242  -0.1531  0.9988  0.042
O  3.3998  -0.7205  0.1270  -0.874
O  1.6068  0.4423  0.7244  0.802
H  4.3592  -0.2212  6.0689  0.443
H  2.0298  0.4159  5.5522  0.451
H  1.2485  0.4600  3.2024  0.362
H  5.1369  -0.7950  1.9013  0.598
C  0.9731  -3.9065  -3.1574  -0.956
C  -0.3545  -3.2847  -3.5517  -0.484
S  -1.1641  -2.4439  -2.1905  0.548
O  -0.5267  -1.0321  -2.1894  0.031
C  -2.7844  -2.1537  -2.9117  -0.487
C  -3.6508  -3.4054  -2.8713  -1.164
H  1.3808  -4.4297  -4.0220  0.418
H  0.8482  -4.6354  -2.3565  0.297
H  1.6968  -3.1525  -2.8506  0.009
H  -1.0764  -4.0483  -3.8514  0.501
H  -0.2642  -2.5402  -4.3450  0.219
H  -2.6322  -1.7572  -3.9165  0.391
H  -3.2082  -1.3608  -2.2926  0.315
H  -3.2634  -4.2059  -3.4995  0.342
H  -4.6402  -3.1502  -3.2473  0.396
H  -3.7662  -3.7812  -1.8548  0.335

***

Most stable: (Q). Least stable: (P).